## w
Here is 3 unconnected molecules or ions with the total composition C4H13NS from the OMol25 dataset. Energies are from ωB97M-V with the def2-TZVPD basis set.

Summary:
highest occupied orbital energy = -0.331 Ha
lowest unoccupied orbital energy = -0.73 eV
Kohn-Sham gap = 8.3 eV

XYZ file:
```
19
C4H13NS, DFT ωB97M-V with the def2-TZVPD basis set
S 1.86660 1.50150 1.04388
N 0.43526 -1.62736 -0.02774
C 0.40354 -0.29566 -2.10904
C -0.14935 -0.44386 -0.71579
C 0.30209 1.62727 2.53259
C -1.69035 -0.57993 -0.66004
H -0.16221 0.47030 -2.73872
H -2.24424 0.17934 -1.31426
H 0.01932 2.68010 2.57938
H 1.35627 -1.31377 0.39235
H 0.73486 1.27937 3.50339
H 1.46835 -0.04934 -2.03685
H -0.15963 -1.84238 0.78677
H -2.05393 -1.57605 -0.93621
H 0.27838 -1.28958 -2.59080
H 1.95621 0.10912 -0.17712
H 0.08959 0.45404 -0.15575
H -0.56124 1.04094 2.22563
H -1.88952 -0.32403 0.39836
```


## x
Here is 2 unconnected molecules or ions with the total composition C4H13NS from the OMol25 dataset. Energies are from ωB97M-V with the def2-TZVPD basis set.

Summary:
highest occupied orbital energy = -0.314 Ha
lowest unoccupied orbital energy = 0.96 eV
structure (SMILES) = CCN.CSC
Kohn-Sham gap = 9.5 eV

XYZ file:
```
19
C4H13NS, DFT ωB97M-V with the def2-TZVPD basis set
S -4.06516 -1.46127 -2.51559
N 4.04377 0.67986 1.64716
C -3.84784 -2.42735 -1.00417
C -5.60464 -2.19556 -3.17289
C 5.03152 2.89922 2.05863
C 3.83032 2.15389 1.51210
H -5.93029 -1.58370 -4.00172
H 3.10730 0.30697 1.50036
H -4.73059 -2.42429 -0.36186
H -3.09926 -1.84352 -0.46922
H -6.37995 -2.10435 -2.41424
H 5.07290 2.81164 3.13718
H -5.41308 -3.23061 -3.43080
H 4.06407 0.50768 2.65357
H 2.97076 2.47872 2.11380
H -3.55630 -3.46115 -1.17119
H 3.55022 2.33307 0.47532
H 4.98349 3.96927 1.83420
H 5.97276 2.59149 1.60936
```


Least stable of them? w.


## w
Here is 3 unconnected molecules or ions with the total composition C3H14NO3 from the OMol25 dataset. Energies are from ωB97M-V with the def2-TZVPD basis set.

Summary:
highest occupied orbital energy = -0.514 Ha
lowest unoccupied orbital energy = -3.40 eV
total charge = +1
Kohn-Sham gap = 10.6 eV

XYZ file:
```
21
C3H14NO3, DFT ωB97M-V with the def2-TZVPD basis set
O -3.85620 -1.30282 -1.60932
O 0.48580 -1.65725 2.63788
O -1.02711 -0.78790 0.16213
N 1.69262 -0.23192 0.48462
C -0.63660 0.46810 -0.46015
C 1.34786 2.05572 -0.60200
C 0.84354 0.60980 -0.63618
H 1.03602 -0.71238 1.12290
H 2.41565 2.10348 -0.41051
H -1.29528 0.25728 -1.33709
H 0.56057 2.51350 -0.10965
H 0.57697 -2.51107 2.29668
H 1.22513 2.43215 -1.68365
H -3.88420 -1.40128 -2.55243
H -1.56557 -0.70439 0.92915
H 2.39715 -0.82281 -0.00022
H 1.17499 0.16952 -1.67614
H -1.13147 1.31194 0.21547
H 0.68860 -1.50475 3.53998
H -3.11803 -0.82681 -1.35469
H 2.06956 0.54189 1.04322
```


## x
Here is 4 unconnected molecules or ions with the total composition C3H14NO3 from the OMol25 dataset. Energies are from ωB97M-V with the def2-TZVPD basis set.

Summary:
highest occupied orbital energy = -0.515 Ha
lowest unoccupied orbital energy = -2.85 eV
total charge = +1
Kohn-Sham gap = 11.2 eV

XYZ file:
```
21
C3H14NO3, DFT ωB97M-V with the def2-TZVPD basis set
O -1.16601 -2.40352 1.06638
O -2.57244 0.15164 -1.03141
O 1.72596 2.33164 -1.26785
N 0.32003 -0.09050 -0.97126
C 1.64757 -0.91379 0.83864
C 0.03038 0.94704 1.30379
C 0.73152 -0.04953 0.46279
H -0.68666 0.10479 -0.97435
H -1.97967 -2.93263 1.07755
H 0.57660 -1.00221 -1.33417
H 2.22667 -1.51423 0.13612
H 0.24776 0.71709 2.33400
H -1.05495 1.01242 1.20002
H 2.62593 2.61071 -1.04074
H 0.82514 0.67662 -1.45839
H 0.36497 1.95928 1.07691
H -2.52146 -0.68485 -0.51422
H 2.05013 -1.00238 1.83506
H -3.49813 0.33396 -0.80852
H -0.84712 -2.47489 1.97280
H 1.61120 2.76224 -2.12855
```


## y
Here is 5 unconnected molecules or ions with the total composition C3H14NO3 from the OMol25 dataset. Energies are from ωB97M-V with the def2-TZVPD basis set.

Summary:
highest occupied orbital energy = -0.508 Ha
lowest unoccupied orbital energy = -10.19 eV
total charge = +1
Kohn-Sham gap = 3.6 eV

XYZ file:
```
21
C3H14NO3, DFT ωB97M-V with the def2-TZVPD basis set
O -0.16731 0.64701 -1.44547
O 2.76034 0.13161 -1.34689
O 0.58428 0.21636 0.93772
N 3.30068 -0.99526 1.28975
C -2.78774 -0.87666 -1.02169
C -2.96678 0.38562 -0.46310
C -2.45851 0.75286 0.86332
H -2.32024 -1.69133 -0.48148
H -1.47618 1.22230 0.73578
H 0.11791 0.48749 -0.51759
H -3.15239 1.37029 1.43361
H 2.34826 -1.24216 1.56421
H 2.90137 -0.23726 -0.45708
H -3.20264 1.20396 -1.13997
H -2.31815 -0.18003 1.41303
H 3.24500 -0.43175 -1.95808
H 3.88873 -1.62522 1.83014
H 1.13058 1.02708 0.93696
H 3.36825 -0.08614 1.74656
H -3.35677 -1.04676 -1.92580
H 0.56131 0.96799 -1.99390
```


## z
Here is 3 unconnected molecules or ions with the total composition C3H14NO3 from the OMol25 dataset. Energies are from ωB97M-V with the def2-TZVPD basis set.

Summary:
highest occupied orbital energy = -0.516 Ha
lowest unoccupied orbital energy = -2.77 eV
total charge = +1
Kohn-Sham gap = 11.3 eV

XYZ file:
```
21
C3H14NO3, DFT ωB97M-V with the def2-TZVPD basis set
O -1.67686 0.61535 2.46447
O 1.12815 1.96543 -0.74758
O 2.10379 -1.28532 1.01593
N -0.37535 -0.40739 -0.02532
C 1.22415 0.78390 -1.43628
C -0.15766 0.25764 -1.40242
C -1.83423 -0.98066 -0.10186
H 3.00886 -1.08561 0.68326
H 2.23187 0.15742 -1.08479
H -2.07882 1.45672 2.54923
H 2.41012 -1.64200 1.87562
H 1.46650 1.03523 -2.57468
H -0.21703 -0.50265 -2.19247
H 0.43281 -1.05022 0.03417
H 2.00169 2.43858 -0.71011
H -0.29062 0.49710 0.72058
H -1.89317 -1.37737 -1.12320
H -2.55128 -0.16756 0.00469
H -2.17105 -0.00965 2.90251
H -1.78950 -1.71788 0.76994
H -0.97238 1.01894 -1.62170
```


Least stable of them? y.


## w
Here is CHN3O3 in the gas phase from the OMol25 dataset. Energies are from ωB97M-V with the def2-TZVPD basis set.

Summary:
highest occupied orbital energy = -0.402 Ha
lowest unoccupied orbital energy = -1.10 eV
structure (SMILES) = N#CNO[N+](=O)[O-]
Kohn-Sham gap = 9.8 eV

XYZ file:
```
8
CHN3O3, DFT ωB97M-V with the def2-TZVPD basis set
O -2.45231 -0.71986 -0.96085
O -1.63296 0.41912 0.74597
O -3.72558 0.37953 0.37741
N 0.34150 -2.52978 0.45233
N -0.18536 -0.15044 0.29050
N -2.70952 -0.03294 -0.04120
C 0.07139 -1.41634 0.39475
H 0.38089 0.60759 -0.03683
```


## x
Here is 2 unconnected molecules or ions with the total composition CHN3O3 from the OMol25 dataset. Energies are from ωB97M-V with the def2-TZVPD basis set.

Summary:
highest occupied orbital energy (spin up / spin down) = -0.311 / -0.315 Ha
lowest unoccupied orbital energy (spin up / spin down) = -1.97 / -1.97 eV
Kohn-Sham gap (spin up / spin down) = 6.5 / 6.6 eV

XYZ file:
```
8
CHN3O3, DFT ωB97M-V with the def2-TZVPD basis set
O 2.52073 -0.86380 -0.05040
O -0.91688 2.20098 0.02977
O 0.56585 -1.51607 -0.06022
N 0.14323 -0.36760 0.04951
N -1.59104 1.19536 -0.11481
N 2.34660 0.22928 0.18985
C -1.15561 -0.05078 -0.00221
H -1.91289 -0.82737 -0.04149
```


Least stable of them? x.


## w
Here is 4 unconnected molecules or ions with the total composition C2H10O4 from the OMol25 dataset. Energies are from ωB97M-V with the def2-TZVPD basis set.

Summary:
highest occupied orbital energy = -0.390 Ha
lowest unoccupied orbital energy = 0.48 eV
structure (SMILES) = CC=O.O.O.O
Kohn-Sham gap = 11.1 eV

XYZ file:
```
16
C2H10O4, DFT ωB97M-V with the def2-TZVPD basis set
O -1.28340 3.01468 0.50057
O -0.39005 -0.51860 0.74104
O 0.87802 -1.31259 -3.99295
O -2.69456 0.76408 -0.18495
C 1.93569 -0.76069 1.41589
C 0.41827 -0.57262 1.59857
H 0.39863 -0.93495 -3.31334
H 2.16881 -1.79300 1.98180
H 1.51680 -1.92399 -3.65220
H -3.53456 0.39484 -0.09292
H 2.67849 -0.00715 1.72043
H 0.32889 -0.47258 2.73098
H -1.93557 2.38980 0.21367
H 2.20714 -1.18504 0.41161
H -2.15190 0.07442 -0.01184
H -0.54071 2.84340 -0.06635
```


## x
Here is 4 unconnected molecules or ions with the total composition C2H10O4 from the OMol25 dataset. Energies are from ωB97M-V with the def2-TZVPD basis set.

Summary:
highest occupied orbital energy = -0.335 Ha
lowest unoccupied orbital energy = 0.43 eV
structure (SMILES) = C=CO.O.O.O
Kohn-Sham gap = 9.6 eV

XYZ file:
```
16
C2H10O4, DFT ωB97M-V with the def2-TZVPD basis set
O -0.29817 0.81166 1.51653
O 1.54997 -1.24330 -2.70638
O 2.14770 0.11235 0.61339
O -0.89921 1.95582 -1.88642
C -1.56379 0.28642 1.58664
C -1.77268 -1.01901 1.60377
H -0.94145 1.06499 -1.54914
H 2.88382 0.60748 0.96340
H 0.76930 -1.83965 -2.60409
H 1.68349 0.81268 0.12622
H -1.00558 -1.76020 1.73668
H -2.76833 -1.45647 1.63413
H 2.09071 -1.71913 -2.06397
H -0.02826 2.08457 -2.25233
H 0.41439 0.18725 1.69349
H -2.26193 1.11454 1.58809
```


Least stable of them? w.


## w
Here is 2 unconnected molecules or ions with the total composition C3H10NO2 from the OMol25 dataset. Energies are from ωB97M-V with the def2-TZVPD basis set.

Summary:
highest occupied orbital energy = -0.122 Ha
lowest unoccupied orbital energy = 4.27 eV
total charge = -1
Kohn-Sham gap = 7.6 eV

XYZ file:
```
16
C3H10NO2, DFT ωB97M-V with the def2-TZVPD basis set
O -1.24093 0.22927 -0.68193
O -1.77522 2.01317 -2.60321
N 0.73101 -1.68715 -0.29001
C 0.42741 -0.61225 1.97073
C 0.81362 -0.42479 0.44591
C -0.04664 0.65938 -0.21287
H -0.83527 1.79126 -2.62543
H 0.56663 0.95413 -1.11509
H -0.61244 -0.92067 1.91063
H 0.53817 0.32956 2.49938
H 1.22169 -1.21454 2.40997
H 0.27395 -1.51300 -1.18153
H -0.04281 1.48037 0.60363
H -1.88478 1.38500 -1.80254
H 1.89496 -0.25724 0.52814
H -0.02935 -2.21252 0.14422
```


## x
Here is 2 unconnected molecules or ions with the total composition C3H10NO2 from the OMol25 dataset. Energies are from ωB97M-V with the def2-TZVPD basis set.

Summary:
highest occupied orbital energy = -0.111 Ha
lowest unoccupied orbital energy = 4.09 eV
total charge = -1
Kohn-Sham gap = 7.1 eV

XYZ file:
```
16
C3H10NO2, DFT ωB97M-V with the def2-TZVPD basis set
O 0.11957 2.20403 2.77514
O -1.17127 0.31128 1.38400
N 1.38111 -1.87156 -2.24148
C -0.71424 0.55459 0.07680
C -0.52154 -0.77571 -0.88476
C 0.90919 -0.73772 -1.43404
H -1.30889 -1.03582 -1.60371
H -0.78400 -1.57601 -0.02540
H 1.68855 -0.66982 -0.60906
H -0.61660 2.78662 2.94661
H 0.94812 -2.65299 -1.70148
H -0.26560 1.40914 2.33538
H 0.38810 0.80870 0.08953
H 0.86750 -1.95104 -3.17560
H 1.09572 0.20902 -1.98988
H -1.30750 1.40373 -0.39717
```


Least stable of them? x.


## w
Here is 2 unconnected molecules or ions with the total composition C3H10NO2 from the OMol25 dataset. Energies are from ωB97M-V with the def2-TZVPD basis set.

Summary:
highest occupied orbital energy = -0.105 Ha
lowest unoccupied orbital energy = 4.06 eV
total charge = -1
Kohn-Sham gap = 6.9 eV

XYZ file:
```
16
C3H10NO2, DFT ωB97M-V with the def2-TZVPD basis set
O -2.17327 -0.17561 -0.63162
O 2.38983 1.78867 -0.29863
N 0.27623 0.31868 0.25095
C 0.09768 -0.84115 -0.64001
C 0.14443 -0.03056 1.65907
C -1.37962 -1.28237 -0.60445
H -1.57327 -1.96444 -1.46300
H -1.52460 -1.91969 0.30432
H 1.53205 1.18106 -0.17106
H 0.26754 0.85230 2.28963
H -0.58506 0.83886 0.00581
H 0.92814 -0.74675 1.92726
H 0.33905 -0.47513 -1.64267
H 0.84690 -1.60781 -0.39407
H 2.85583 1.71850 0.53166
H -0.83132 -0.47274 1.87850
```


## x
Here is 2 unconnected molecules or ions with the total composition C3H10NO2 from the OMol25 dataset. Energies are from ωB97M-V with the def2-TZVPD basis set.

Summary:
highest occupied orbital energy = -0.101 Ha
lowest unoccupied orbital energy = 4.15 eV
total charge = -1
Kohn-Sham gap = 6.9 eV

XYZ file:
```
16
C3H10NO2, DFT ωB97M-V with the def2-TZVPD basis set
O -1.13234 1.11586 -2.82969
O 0.76559 1.01857 2.19104
N 0.30907 0.25748 -0.41269
C -0.71322 -0.07683 0.61810
C 1.26555 -0.80329 -0.68510
C -0.05119 -0.03468 2.01465
H -0.93699 0.06311 2.70820
H 2.14354 -0.34127 -1.14433
H 1.62706 -1.34217 0.20206
H -1.84907 1.50854 -2.34783
H -0.66788 0.65147 -2.06606
H 0.39394 -1.05904 2.09671
H -1.57130 0.59561 0.47159
H -1.03270 -1.12253 0.44770
H 0.73049 -1.49275 -1.34396
H 0.71944 1.06192 0.07960
```


## y
Here is 2 unconnected molecules or ions with the total composition C3H10NO2 from the OMol25 dataset. Energies are from ωB97M-V with the def2-TZVPD basis set.

Summary:
highest occupied orbital energy = -0.099 Ha
lowest unoccupied orbital energy = 4.21 eV
total charge = -1
Kohn-Sham gap = 6.9 eV

XYZ file:
```
16
C3H10NO2, DFT ωB97M-V with the def2-TZVPD basis set
O -1.12048 -0.77396 -0.83871
O -3.83992 -0.97894 -1.41597
N 2.32456 -0.17569 1.73234
C 1.05632 0.25302 1.15746
C 1.01604 0.43471 -0.36052
C -0.47826 0.40593 -0.82275
H 2.80011 -0.78968 1.09684
H -0.98421 1.14336 -0.12657
H 0.78357 1.27580 1.47210
H 1.48167 -0.42077 -0.86885
H -2.88314 -1.10228 -1.21845
H -0.49301 0.87066 -1.84706
H 0.31488 -0.43611 1.56513
H 1.36041 1.41503 -0.67181
H -4.34897 -1.60189 -0.90732
H 3.01043 0.48082 2.05412
```


Least stable of them? x.